Record 1
Below is a structure of composition C16H36BeF6O8S4, with properties calculated with ωB97M-V/def2-TZVPD.

XYZ file:
```
71
Properties=species:S:1:pos:R:3:mulliken_spin:R:1
Be -0.080 -0.268 0.459 1.15
C -2.534 0.248 2.447 -0.17
O -1.917 1.125 1.454 -0.09
O -2.188 -1.051 2.015 0.01
C -2.183 0.582 3.948 0.03
F -0.802 0.749 4.068 0.01
F -2.817 1.713 4.363 0.00
F -2.542 -0.371 4.828 0.00
C -2.554 2.347 1.217 -0.01
C -1.438 3.196 0.535 -0.01
H -0.737 3.641 1.241 -0.01
H -0.890 2.536 -0.138 0.09
H -1.844 4.047 -0.013 0.00
H -2.850 3.020 2.023 0.00
H -3.378 2.173 0.525 0.00
H -3.623 0.211 2.468 0.00
C 1.865 0.466 -2.234 -0.05
O 0.665 1.218 -2.064 0.01
O 1.908 -0.334 -1.133 0.00
C 1.961 -0.184 -3.674 0.01
F 0.800 -0.638 -4.096 0.00
F 2.469 0.714 -4.450 0.00
F 2.784 -1.254 -3.801 0.00
C 0.625 2.576 -2.550 0.00
C -0.806 2.837 -3.161 0.00
H -1.076 2.058 -3.873 0.00
H -1.582 2.802 -2.397 0.00
H -0.866 3.817 -3.635 0.00
H 1.263 2.760 -3.414 0.00
H 0.898 3.254 -1.741 0.00
H 2.677 1.180 -2.094 0.00
C 0.358 -3.283 3.395 0.00
S 1.913 -2.633 2.573 0.03
O 1.442 -1.405 1.840 -0.12
C 2.797 -2.051 4.101 0.00
H -0.147 -2.550 4.024 0.00
H 0.637 -4.219 3.878 0.00
H -0.320 -3.642 2.621 0.00
H 2.391 -1.104 4.455 0.00
H 3.851 -1.817 3.948 0.00
H 2.738 -2.804 4.888 0.00
C -2.426 -1.237 -3.911 0.01
S -2.854 -1.183 -2.115 -0.03
O -1.741 -0.526 -1.313 0.04
C -4.196 -0.023 -2.108 -0.01
H -1.617 -1.943 -4.098 0.00
H -1.974 -0.258 -4.073 0.00
H -3.341 -1.512 -4.434 0.00
H -4.811 -0.143 -3.000 0.00
H -3.902 1.027 -2.085 0.00
H -4.832 -0.148 -1.231 0.00
C 2.203 -3.734 -1.044 0.00
S 0.554 -4.143 -0.464 0.02
O 0.024 -2.883 0.180 -0.07
C -0.365 -4.481 -2.059 0.00
H 2.751 -4.618 -1.373 0.00
H 2.744 -3.209 -0.258 0.00
H 2.285 -3.115 -1.937 0.00
H -1.442 -4.571 -1.915 0.00
H 0.003 -5.424 -2.462 0.00
H -0.233 -3.762 -2.868 0.00
C 2.221 3.867 1.644 0.00
S 1.722 2.411 2.554 0.04
O 0.828 1.696 1.517 0.08
C 3.378 1.554 2.425 0.00
H 2.413 3.666 0.590 0.00
H 3.130 4.226 2.126 0.00
H 1.420 4.606 1.655 0.00
H 3.437 0.568 2.886 0.00
H 4.103 2.173 2.953 0.00
H 3.655 1.454 1.375 0.00
```

The value obtained for the total energy is -93595.235 eV. As for the total charge: -1. The HOMO-LUMO gap (alpha / beta) is 2.63 / 6.17 eV. Its LUMO energy (alpha / beta) is 2.40 / 2.37 eV. The spin multiplicity is 2. The value obtained for the HOMO energy (alpha / beta) is -0.235 / -3.800 eV.



Record 2
Below is a cluster of 5 separate species, C16H36ClN2O12P2 in total, with properties calculated with ωB97M-V/def2-TZVPD.

XYZ file:
```
69
Properties=species:S:1:pos:R:3:nbo_charge:R:1
Cl 15.301 7.835 10.159 2.54
O 16.452 8.393 10.810 -0.87
O 15.053 8.441 8.829 -0.89
O 15.564 6.463 9.879 -0.88
O 14.183 7.994 11.064 -0.87
C 12.442 8.954 7.142 -0.63
C 11.994 7.899 8.096 -0.08
O 10.575 8.150 8.388 -0.85
P 9.994 8.170 9.864 2.59
O 8.626 8.709 9.898 -1.10
O 10.125 6.667 10.435 -0.84
C 11.228 6.164 11.258 -0.06
C 12.078 5.210 10.412 -0.64
O 11.088 8.961 10.708 -0.85
C 11.098 10.418 10.717 -0.05
C 12.200 10.807 11.662 -0.64
H 11.927 8.871 6.205 0.20
H 12.219 9.900 7.582 0.21
H 13.517 8.873 6.973 0.24
H 11.933 6.893 7.737 0.18
H 12.603 8.023 9.010 0.22
H 11.795 7.018 11.557 0.22
H 10.700 5.705 12.107 0.18
H 11.338 4.555 9.961 0.21
H 12.666 5.722 9.646 0.23
H 12.837 4.661 10.985 0.21
H 11.257 10.840 9.683 0.17
H 10.127 10.701 11.030 0.19
H 13.125 10.244 11.482 0.25
H 12.441 11.861 11.597 0.22
H 11.853 10.567 12.673 0.21
C 18.660 6.847 13.168 -0.64
C 18.841 8.193 13.824 -0.05
O 19.460 7.971 15.117 -0.82
P 20.991 8.300 15.468 2.56
O 21.591 9.612 15.237 -1.11
O 21.069 7.795 16.970 -0.83
C 20.764 8.806 18.050 -0.06
C 19.353 9.273 17.964 -0.66
O 21.737 7.067 14.674 -0.84
C 23.214 6.945 14.634 -0.05
C 23.666 7.310 13.303 -0.64
H 19.669 6.471 13.086 0.21
H 18.067 6.282 13.902 0.20
H 18.262 6.867 12.175 0.25
H 19.420 8.873 13.207 0.19
H 17.870 8.665 14.030 0.19
H 20.886 8.258 18.991 0.19
H 21.533 9.554 17.930 0.20
H 19.174 9.981 17.170 0.23
H 18.695 8.408 17.698 0.24
H 18.960 9.607 18.954 0.22
H 23.576 7.673 15.365 0.18
H 23.395 5.965 15.033 0.19
H 24.745 7.243 13.281 0.21
H 23.141 6.871 12.458 0.22
H 23.570 8.368 13.139 0.23
C 15.522 11.885 9.189 -0.73
C 15.188 12.488 10.480 0.31
N 14.976 12.942 11.504 -0.36
H 15.035 10.932 9.001 0.29
H 16.604 11.769 9.093 0.26
H 15.331 12.660 8.436 0.24
C 14.915 4.956 13.440 -0.73
C 13.877 4.797 14.464 0.30
N 13.037 4.672 15.259 -0.36
H 14.800 5.945 12.947 0.29
H 14.651 4.261 12.652 0.25
H 15.905 4.800 13.789 0.25
```

The value obtained for the total energy is -75826.155 eV. As for the total charge: -1. The HOMO-LUMO gap is 9.57 eV. Its LUMO energy is 2.39 eV. The value obtained for the HOMO energy is -7.176 eV.



Record 3
Below is a cluster of 5 separate species, C16H36NO8S4 in total, with properties calculated with ωB97M-V/def2-TZVPD.

XYZ file:
```
65
Properties=species:S:1:pos:R:3:nbo_charge:R:1
N -0.062 -1.537 0.812 -0.81
H -0.640 -1.172 1.592 0.47
H 0.112 -0.890 0.202 0.43
H -0.585 -2.257 0.423 0.43
H 0.779 -1.872 1.293 0.47
C -4.431 -2.439 -2.949 -0.41
C -4.375 -3.944 -2.798 -0.45
C -3.231 -4.504 -3.733 -0.70
S -1.985 -3.410 -3.185 2.26
O -1.279 -3.152 -4.347 -0.96
O -1.367 -3.920 -2.021 -0.98
C -2.910 -2.044 -2.758 -0.75
H -5.083 -2.137 -2.042 0.24
H -4.857 -2.062 -4.052 0.24
H -5.300 -4.403 -3.237 0.24
H -4.160 -4.335 -1.725 0.23
H -3.443 -4.393 -4.799 0.26
H -2.839 -5.582 -3.419 0.27
H -2.762 -1.030 -3.303 0.29
H -2.690 -2.025 -1.497 0.23
C 3.159 -1.260 -2.737 -0.40
C 4.586 -1.719 -2.648 -0.37
C 4.974 -1.610 -1.110 -0.70
S 3.980 -0.329 -0.421 2.18
O 4.794 0.769 0.096 -0.91
O 3.072 -0.954 0.470 -1.01
C 3.055 0.000 -1.943 -0.63
H 2.637 -2.018 -2.346 0.20
H 2.629 -1.161 -3.594 0.24
H 5.098 -0.962 -3.062 0.20
H 4.896 -2.637 -3.137 0.24
H 6.038 -1.543 -0.990 0.27
H 4.676 -2.525 -0.629 0.25
H 3.367 0.821 -2.387 0.23
H 2.031 -0.026 -1.776 0.24
C -3.385 3.057 1.435 -0.37
C -3.287 2.836 -0.210 -0.40
C -1.923 3.501 -0.577 -0.64
S -0.883 2.708 0.639 2.22
O 0.160 3.618 0.787 -0.94
O -0.605 1.300 0.308 -1.01
C -1.952 2.730 2.011 -0.74
H -4.085 2.329 1.852 0.22
H -3.718 4.010 1.621 0.21
H -4.241 3.217 -0.547 0.24
H -3.163 1.819 -0.286 0.20
H -1.976 4.641 -0.434 0.25
H -1.587 3.312 -1.473 0.23
H -1.669 3.570 2.622 0.26
H -1.969 1.802 2.636 0.28
C 2.531 2.752 3.222 -0.42
C 1.416 2.972 4.374 -0.35
C 1.395 1.614 5.095 -0.78
S 1.352 0.497 3.864 2.18
O 0.007 0.190 3.317 -1.00
O 2.216 -0.550 4.341 -0.95
C 2.291 1.354 2.605 -0.67
H 3.396 2.818 3.814 0.21
H 2.642 3.596 2.386 0.25
H 0.271 3.325 3.926 0.19
H 1.681 3.728 4.925 0.21
H 0.448 1.784 5.818 0.29
H 2.281 1.447 5.754 0.29
H 1.318 1.411 1.706 0.24
H 3.156 0.877 2.228 0.28
```

The value obtained for the total energy is -78372.859 eV. As for the total charge: +1. As for the energy relative to the best compared isomer or geometry (same formula, charge and spin): 204.8 kJ/mol. The HOMO-LUMO gap is 10.05 eV. Its LUMO energy is -2.58 eV. The value obtained for the HOMO energy is -12.627 eV.



Record 4
Below is a cluster of 6 separate species, C16H36O10S4 in total, with properties calculated with ωB97M-V/def2-TZVPD.

XYZ file:
```
66
Properties=species:S:1:pos:R:3:nbo_charge:R:1
C -12.616 18.938 20.750 -0.63
C -13.163 18.391 19.407 0.08
C -14.346 19.180 18.940 -0.10
O -14.065 19.571 17.626 -0.50
C -12.799 19.193 17.272 0.97
O -12.219 19.497 16.279 -0.57
O -12.292 18.647 18.301 -0.49
H -13.485 19.112 21.384 0.22
H -12.063 19.850 20.524 0.24
H -11.979 18.159 21.167 0.23
H -13.288 17.315 19.292 0.19
H -14.311 20.049 19.598 0.17
H -15.301 18.692 19.136 0.20
C -21.256 15.007 8.658 -0.63
C -22.403 14.512 9.542 0.07
C -23.144 15.588 10.421 -0.11
O -24.272 15.947 9.591 -0.49
C -24.400 14.999 8.659 0.96
O -25.333 14.885 7.933 -0.60
O -23.405 14.285 8.576 -0.47
H -21.140 14.145 8.001 0.22
H -20.353 15.233 9.225 0.21
H -21.516 15.863 8.035 0.23
H -22.121 13.663 10.164 0.20
H -22.454 16.428 10.499 0.20
H -23.434 15.253 11.417 0.19
C -16.786 17.912 11.340 -0.81
S -14.932 17.825 11.208 1.15
O -14.552 17.690 12.710 -0.96
C -14.402 16.291 10.274 -0.80
H -16.797 18.380 12.324 0.26
H -17.393 17.007 11.387 0.22
H -17.219 18.635 10.649 0.23
H -14.808 15.405 10.762 0.22
H -13.320 16.166 10.237 0.25
H -14.752 16.361 9.244 0.22
C -14.902 10.999 8.653 -0.80
S -14.905 9.605 7.367 1.14
O -14.284 8.273 7.849 -0.94
C -16.729 9.357 7.225 -0.80
H -15.248 11.909 8.163 0.22
H -13.946 11.225 9.125 0.25
H -15.698 10.721 9.344 0.21
H -16.908 8.305 7.006 0.26
H -17.085 9.971 6.398 0.23
H -17.122 9.796 8.142 0.22
C -14.845 13.156 17.052 -0.85
S -13.913 12.822 15.504 1.19
O -12.945 11.626 15.686 -0.96
C -15.278 12.155 14.481 -0.80
H -14.123 13.340 17.848 0.25
H -15.593 12.414 17.332 0.23
H -15.333 14.127 17.128 0.24
H -15.650 11.233 14.928 0.23
H -14.838 11.888 13.520 0.24
H -15.947 13.015 14.462 0.22
C -19.518 20.631 5.948 -0.83
S -21.065 20.180 6.809 1.21
O -20.639 19.525 8.113 -0.98
C -21.632 21.906 7.362 -0.81
H -19.572 21.505 5.299 0.23
H -19.122 19.802 5.361 0.24
H -18.741 20.823 6.688 0.24
H -20.959 22.684 7.000 0.22
H -21.692 22.081 8.436 0.25
H -22.579 22.209 6.914 0.23
```

The value obtained for the total energy is -80985.019 eV. As for the energy relative to the best compared isomer or geometry (same formula, charge and spin): 395.1 kJ/mol. The HOMO-LUMO gap is 8.70 eV. Its LUMO energy is -0.12 eV. The value obtained for the HOMO energy is -8.818 eV.